14
Properties=species:S:1:pos:R:3:forces:R:3 method="wB97M-V/def2-TZVPD" homo_lumo_gap_ev=9.43 charge=0 smiles="C/N=C/[C@H]1CN1" de_lowest_ev=3.249 energy_ha=-266.60262
C -0.137 -0.919 1.945 -0.7446 0.0955 1.3654
N -0.736 -0.164 0.852 1.7076 -0.3705 -0.4513
C -0.179 -0.709 -0.150 -0.1553 0.3095 -0.6990
C 0.506 0.100 -1.137 -0.1636 -0.2633 -0.7614
C -0.348 1.195 -1.637 -0.2856 0.4064 -0.4735
N 0.827 1.497 -0.851 -0.0422 0.0468 0.0396
H 0.884 -0.516 2.128 -0.6761 -0.1886 0.0856
H -0.023 -2.010 1.819 -0.2821 0.2185 -0.1052
H -0.797 -0.659 2.736 0.0320 -0.4197 1.5891
H -0.141 -1.801 -0.253 0.6742 -0.1160 0.2110
H 1.237 -0.431 -1.733 -0.1703 0.1506 -0.3484
H -0.332 1.409 -2.695 0.0442 0.3509 -0.0513
H -1.307 1.262 -1.124 0.1199 0.0736 -0.2638
H 0.547 1.748 0.099 -0.0581 -0.2937 -0.1367

=====

14
Properties=species:S:1:pos:R:3:forces:R:3 method="wB97M-V/def2-TZVPD" homo_lumo_gap_ev=10.41 charge=0 smiles=CCNCC#N de_lowest_ev=1.735 energy_ha=-266.65825
C 1.456 -0.163 0.757 0.2719 0.7152 -0.6611
C 0.516 0.832 -0.148 0.5341 -0.4389 0.6073
N -0.400 0.332 -1.169 0.2292 -0.2532 0.0610
C -1.638 -0.220 -0.652 -0.1203 -0.0185 -0.0120
C -1.355 -0.897 0.628 0.4366 -0.1447 0.8007
N -0.779 -1.155 1.596 -1.7752 -0.4752 -0.2804
H 2.162 -0.544 0.024 0.5955 0.2089 -0.0288
H 1.266 -1.050 1.390 -0.9316 0.8124 -0.7470
H 1.940 0.519 1.456 0.4394 0.1335 -0.2671
H -0.062 1.579 0.426 0.3819 -0.5072 0.1802
H 1.284 1.393 -0.692 -0.1893 0.0474 0.1459
H 0.067 -0.312 -1.796 -0.0750 -0.0684 0.1239
H -2.100 -0.894 -1.379 0.0910 0.0894 0.1418
H -2.358 0.581 -0.441 0.1119 -0.1009 -0.0644

=====

14
Properties=species:S:1:pos:R:3:forces:R:3 method="wB97M-V/def2-TZVPD" homo_lumo_gap_ev=10.72 charge=+2 smiles="C=[N+]1CCC1=[NH2+]" de_lowest_ev=0.561 energy_ha=-265.95384
C -1.375 1.482 0.016 -1.7893 -2.0156 0.5000
N -0.729 0.342 -0.052 2.0150 3.4518 -0.5306
C -0.916 -1.130 -0.113 -0.9606 -0.6799 0.0747
C 0.578 -1.307 0.116 -0.2048 -0.2405 -1.2701
C 0.724 0.137 -0.059 -0.3550 0.9528 0.5885
N 1.758 0.892 -0.148 -0.7919 -2.9914 0.1783
H -2.506 1.329 -0.110 1.5705 0.8142 0.2649
H -0.910 2.450 0.347 -0.2700 -0.9387 -0.8260
H -1.391 -1.547 -0.989 0.1492 0.3497 -0.6216
H -1.484 -1.446 0.721 -0.7985 -0.2378 0.9119
H 1.074 -1.916 -0.647 0.3557 -0.2487 0.7394
H 0.703 -1.482 1.177 0.7866 -0.7448 0.2049
H 2.614 0.337 -0.147 0.4396 0.3296 -0.0370
H 1.862 1.861 -0.110 -0.1463 2.1993 -0.1772

=====

15
Properties=species:S:1:pos:R:3:forces:R:3 method="wB97M-V/def2-TZVPD" homo_lumo_gap_ev=10.21 charge=0 de_lowest_ev=4.183 energy_ha=-341.84993
N -1.837 -0.145 -0.295 -0.2093 -0.1000 0.1204
C -0.653 -0.466 0.496 0.1920 -0.0436 0.0600
C 0.472 -1.019 -0.403 0.0205 -0.0766 -0.0334
C 1.350 0.189 -0.754 0.0039 -0.1068 -0.0854
O 1.494 0.828 0.512 0.1193 0.0853 -0.0196
C -0.122 0.845 1.019 -0.2245 0.6190 0.1342
N -0.320 2.003 1.308 0.0721 -0.6886 -0.1471
H -2.364 -0.992 -0.483 0.0300 0.1069 0.0077
H -2.441 0.484 0.227 0.0358 -0.0390 -0.1046
H -0.844 -1.142 1.343 0.0229 0.1369 -0.1432
H 0.061 -1.512 -1.287 0.0245 0.0564 0.1011
H 1.073 -1.743 0.157 -0.0638 0.1007 -0.0671
H 0.837 0.848 -1.469 0.0883 -0.0657 0.1064
H 2.329 -0.097 -1.147 -0.1417 0.0390 0.0381
H 0.965 1.918 0.773 0.0299 -0.0238 0.0324